(1)
Density functional theory data (the ωB97M-V functional and the def2-TZVPD basis) for a structure of composition C32H37ClMnN2Si2.

The geometry in XYZ format:
```
75
Properties=species:S:1:pos:R:3:forces:R:3
C 3.906 -1.483 2.684 0.2 -0.5 -0.4
C 3.163 -2.508 2.033 0.9 0.0 -0.3
C 3.402 -2.379 0.604 0.4 -0.1 0.6
H 2.720 -3.379 2.540 0.0 0.6 -0.4
C 4.279 -1.245 0.429 0.1 -0.3 0.3
C 4.568 -0.710 1.701 0.3 -0.5 0.1
H 5.306 0.070 1.930 -0.6 -0.2 -0.3
H 4.072 -1.397 3.767 -0.3 0.0 -0.6
H 3.284 -3.186 -0.123 -0.2 0.4 0.2
H 4.797 -0.985 -0.497 -0.4 0.0 0.3
Mn 1.712 -0.926 0.723 1.2 -0.2 3.6
Si 0.265 -0.669 -1.463 -3.8 2.4 -3.4
C -1.635 -1.069 -1.540 0.7 -1.3 -0.2
C -2.530 -0.112 -2.017 -0.6 0.1 -0.1
H -2.206 0.925 -2.139 0.0 -0.3 -0.1
C -3.840 -0.457 -2.370 0.3 0.3 -0.1
H -4.521 0.307 -2.748 0.2 -0.1 0.1
C -4.267 -1.780 -2.292 0.3 -0.2 0.3
H -5.263 -2.073 -2.639 0.4 0.1 0.2
C -3.395 -2.723 -1.748 0.1 -0.4 0.1
H -3.708 -3.767 -1.664 0.0 0.3 0.0
C -2.093 -2.370 -1.355 -0.8 0.0 -0.3
H -1.406 -3.118 -0.943 -0.3 0.0 -0.2
C 0.300 -0.163 -3.329 0.2 -0.6 -0.2
C 0.091 -1.168 -4.288 -0.3 0.3 -0.5
H 0.135 -2.224 -3.988 -0.2 0.4 -0.2
C -0.225 -0.836 -5.620 0.2 0.1 0.2
H -0.461 -1.628 -6.326 0.1 0.1 0.1
C -0.260 0.502 -6.048 0.1 -0.3 0.5
H -0.526 0.765 -7.075 0.1 -0.2 0.3
C 0.055 1.497 -5.123 -0.1 -0.4 0.1
H 0.066 2.544 -5.420 0.0 -0.2 0.0
C 0.320 1.159 -3.790 0.0 0.2 -0.1
H 0.537 1.966 -3.099 -0.1 -0.1 -0.1
H 1.002 -1.933 -1.167 0.0 0.0 0.6
Si -2.316 2.185 0.728 1.4 -1.3 0.7
C -0.665 1.945 -0.109 0.7 2.1 -0.1
C 0.090 0.692 -0.126 -1.3 -3.2 1.7
H -0.084 0.024 0.789 0.1 1.3 -0.1
C 1.417 0.708 -0.740 4.7 0.0 -2.0
H 2.254 -0.086 -0.663 -0.4 1.6 -0.6
C 2.005 1.933 -1.203 -0.5 0.5 0.5
H 3.012 1.870 -1.635 -0.5 0.3 0.2
C 1.306 3.107 -1.049 2.4 -0.1 -0.9
H 1.767 4.054 -1.338 -0.2 -0.3 0.0
C -0.004 3.093 -0.522 -2.5 -1.2 0.9
H -0.560 4.029 -0.453 0.2 0.0 -0.1
C -3.034 0.595 1.353 -0.5 0.3 0.2
C -2.299 -0.111 2.301 0.0 -0.5 -0.1
H -1.478 0.390 2.814 -0.2 -0.2 -0.3
C -2.604 -1.443 2.581 -0.3 0.1 -0.2
H -1.940 -2.030 3.214 -0.3 0.0 0.1
C -3.745 -2.026 2.015 0.1 0.2 0.0
H -3.964 -3.081 2.211 0.0 0.5 -0.1
C -4.601 -1.248 1.224 0.2 -0.1 0.1
H -5.522 -1.691 0.839 0.3 0.2 0.1
C -4.246 0.062 0.888 0.3 -0.5 0.1
H -4.902 0.659 0.255 0.2 -0.2 0.0
H -3.201 2.829 -0.115 -1.4 1.1 -1.2
Cl -1.996 3.374 2.385 0.1 0.3 0.3
N 2.565 1.451 1.606 -0.2 0.4 -0.1
C 2.853 1.979 2.950 0.1 0.5 -0.8
C 2.235 1.124 4.024 0.1 0.3 0.6
C 0.847 0.613 3.678 -0.2 -0.3 0.0
N 0.880 -0.674 2.932 -0.2 -0.4 0.0
H 1.682 1.865 1.303 0.2 -0.1 0.1
H 3.240 1.831 0.933 -0.3 -0.3 0.4
H 3.936 2.032 3.057 0.0 0.0 0.2
H 2.468 3.013 3.011 0.1 -0.2 0.2
H 2.925 0.317 4.279 -0.3 -0.1 0.0
H 2.136 1.750 4.920 0.1 -0.2 0.0
H 0.287 0.464 4.607 -0.1 0.1 -0.1
H 0.309 1.359 3.083 0.0 -0.1 0.0
H -0.065 -1.057 2.856 0.1 0.3 0.1
H 1.374 -1.349 3.518 0.1 0.2 -0.3
```
Forces are in eV/Å.

## Properties
Total charge   0
E_LUMO (alpha / beta)   0.21 / 0.00 eV
HOMO-LUMO gap (alpha / beta)   5.719 / 5.558 eV
Electronic energy   -96358.257 eV
2S+1   6
HOMO energy (alpha / beta)   -5.5 / -5.6 eV


(2)
Density functional theory data (the ωB97M-V functional and the def2-TZVPD basis) for a structure of composition C32H37I2N3O3PS2TeTi.

The geometry in XYZ format:
```
82
Properties=species:S:1:pos:R:3:forces:R:3
Ti 0.905 -1.073 1.191 -0.5 -0.3 -0.2
I 1.010 -0.630 3.985 0.2 0.1 0.2
C -1.045 -0.256 3.987 -0.1 -0.1 0.0
C -1.629 0.412 5.019 -0.1 0.0 0.0
C -3.041 0.431 5.108 0.0 0.0 0.0
C -3.790 -0.280 4.218 0.0 0.0 0.0
C -3.180 -1.002 3.159 -0.1 0.0 0.0
C -3.941 -1.828 2.296 0.0 0.0 0.0
C -3.315 -2.545 1.319 0.0 0.0 0.0
C -1.926 -2.394 1.104 0.0 0.0 -0.1
C -1.136 -1.573 1.871 0.0 0.2 0.1
C -1.778 -0.936 2.979 0.0 0.0 0.0
H -1.032 0.898 5.779 0.0 0.0 0.0
H -3.516 0.978 5.912 0.0 0.0 0.0
H -4.868 -0.316 4.316 0.0 0.0 0.0
H -5.012 -1.897 2.440 0.0 0.0 0.0
H -3.887 -3.204 0.677 0.0 0.0 0.0
H -1.496 -2.934 0.263 0.0 0.0 0.0
S 0.367 1.282 1.281 -0.2 0.4 0.0
C 0.703 1.639 -0.369 0.1 -0.1 0.0
N 1.109 2.875 -0.743 -0.1 0.0 0.0
C 1.278 3.151 -2.159 0.0 0.0 0.0
C 1.974 1.981 -2.811 0.0 -0.1 0.0
N 1.228 0.762 -2.546 0.0 0.0 0.0
C 1.330 -0.281 -3.556 0.0 0.0 0.0
C 0.445 0.002 -4.746 0.0 0.0 0.0
C -0.907 0.282 -4.560 0.0 0.0 0.0
C -1.724 0.537 -5.649 0.0 0.0 0.0
C -1.200 0.513 -6.936 0.0 0.0 0.0
C 0.144 0.236 -7.127 0.0 0.0 0.0
C 0.963 -0.015 -6.033 0.0 0.0 0.0
C 0.663 0.591 -1.338 0.0 0.0 0.1
S -0.143 -0.899 -0.932 0.1 0.0 -0.1
C 0.983 4.042 0.126 0.0 0.0 0.0
C -0.273 4.831 -0.171 0.0 0.0 0.0
C -1.527 4.250 0.016 0.0 0.0 0.0
C -2.676 4.962 -0.284 0.0 0.0 0.0
C -2.588 6.261 -0.772 0.0 0.0 0.0
C -1.345 6.844 -0.957 0.0 0.0 0.0
C -0.193 6.127 -0.660 0.0 0.0 0.0
H 1.888 4.050 -2.259 0.0 0.0 0.0
H 0.310 3.342 -2.635 0.0 0.0 0.0
H 2.991 1.869 -2.419 0.0 0.0 0.0
H 2.018 2.125 -3.890 0.0 0.0 0.0
H 1.069 -1.229 -3.087 0.0 0.0 0.0
H 2.375 -0.342 -3.868 0.0 0.0 0.0
H -1.319 0.297 -3.557 0.0 0.0 0.0
H -2.773 0.751 -5.495 0.0 0.0 0.0
H -1.840 0.713 -7.785 0.0 0.0 0.0
H 0.558 0.219 -8.127 0.0 0.0 0.0
H 2.015 -0.228 -6.183 0.0 0.0 0.0
H 1.861 4.670 -0.035 0.0 0.0 0.0
H 1.002 3.695 1.157 0.0 0.0 0.0
H -1.599 3.241 0.405 0.0 0.0 0.0
H -3.645 4.505 -0.132 0.0 0.0 0.0
H -3.488 6.816 -1.003 0.0 0.0 0.0
H -1.270 7.855 -1.336 0.0 0.0 0.0
H 0.780 6.583 -0.808 0.0 0.0 0.0
N 3.900 1.339 3.485 0.1 0.0 0.0
H 4.389 1.945 4.135 0.0 0.0 0.0
H 3.999 1.735 2.557 -0.1 0.1 0.0
H 4.411 0.461 3.449 -0.1 0.0 0.1
C -1.081 -4.511 4.028 -0.1 0.0 0.0
C -0.107 -4.927 2.955 0.1 0.0 0.0
O 1.221 -4.516 3.356 -0.1 0.1 0.0
P 2.262 -3.800 2.399 0.1 0.1 -0.1
O 1.388 -2.848 1.491 0.3 -0.2 0.2
Te 3.988 -2.862 3.656 -0.1 -0.1 -0.1
O 2.807 -4.890 1.379 -0.1 0.0 -0.1
C 2.137 -5.214 0.138 0.0 0.0 0.1
C 2.760 -4.454 -1.009 0.0 0.0 0.0
H -2.087 -4.837 3.757 0.0 0.0 0.0
H -1.091 -3.426 4.131 0.0 0.0 0.0
H -0.814 -4.953 4.987 0.0 0.0 0.0
H -0.364 -4.464 2.003 0.0 0.0 0.0
H -0.077 -6.011 2.830 0.0 0.0 0.0
H 1.070 -5.000 0.222 0.0 0.0 0.0
H 2.261 -6.290 0.023 0.0 0.0 0.0
H 2.637 -3.379 -0.876 0.0 0.0 0.0
H 2.286 -4.748 -1.948 0.0 0.0 0.0
H 3.826 -4.672 -1.074 0.0 0.0 0.0
I 3.411 -0.431 0.288 0.2 0.0 0.0
```
Forces are in eV/Å.

## Properties
Total charge   0
E_LUMO (alpha / beta)   -0.72 / -1.27 eV
HOMO-LUMO gap (alpha / beta)   6.202 / 5.787 eV
Electronic energy   -121971.660 eV
2S+1   2
HOMO energy (alpha / beta)   -6.9 / -7.1 eV


(3)
Density functional theory data (the ωB97M-V functional and the def2-TZVPD basis) for a structure of composition C32H37InN2O2P.

The geometry in XYZ format:
```
75
Properties=species:S:1:pos:R:3:forces:R:3
In 0.782 1.041 0.185 0.0 -0.8 0.6
C -3.795 -0.173 -2.128 0.0 -0.1 0.1
C -2.773 0.734 -1.451 0.3 0.2 0.2
C -1.856 1.376 -2.502 -0.1 0.0 0.0
P -1.637 -0.015 -0.176 0.3 -0.2 0.1
C -2.445 -0.267 1.478 0.1 0.1 -0.2
C -1.555 -1.205 2.293 0.0 0.1 0.0
C -3.887 -0.758 1.386 0.1 0.0 0.0
C -1.010 -1.583 -0.771 0.0 0.2 -0.1
C -1.922 -2.565 -1.189 0.0 -0.1 0.0
C -1.530 -3.740 -1.794 -0.1 0.0 0.0
C -2.527 -4.781 -2.223 0.1 0.0 0.0
C -0.157 -3.929 -1.984 -0.1 0.1 0.0
C 0.763 -3.007 -1.547 0.1 0.1 0.1
C 0.383 -1.806 -0.906 -0.1 -0.6 0.2
N 1.335 -1.000 -0.323 -0.6 2.0 0.0
C 2.712 -1.128 -0.638 0.8 -0.4 0.0
C 3.223 -0.925 -1.929 -0.3 0.1 0.3
C 2.352 -0.489 -3.078 0.1 -0.1 0.0
C 4.586 -1.094 -2.142 0.1 0.0 0.1
C 5.456 -1.433 -1.116 -0.1 0.0 -0.1
C 6.929 -1.594 -1.362 0.0 0.0 0.1
C 4.933 -1.596 0.164 0.0 0.1 0.0
C 3.584 -1.440 0.424 -0.3 -0.2 -0.2
C 3.036 -1.627 1.810 0.0 0.0 -0.1
H -4.419 0.437 -2.783 0.0 0.0 0.0
H -4.452 -0.667 -1.413 0.0 0.0 0.0
H -3.306 -0.926 -2.742 0.0 0.0 0.0
H -3.310 1.522 -0.912 0.0 -0.1 0.0
H -1.247 0.610 -2.991 0.0 0.0 0.0
H -1.191 2.123 -2.063 0.0 0.0 0.0
H -2.449 1.869 -3.273 0.0 0.0 0.0
H -2.445 0.723 1.943 0.0 0.0 0.0
H -1.572 -2.211 1.876 0.1 0.0 0.0
H -1.908 -1.253 3.323 0.0 0.0 0.0
H -0.515 -0.863 2.316 0.0 -0.1 0.0
H -3.939 -1.757 0.952 0.0 0.0 0.0
H -4.504 -0.074 0.802 -0.1 -0.1 0.0
H -4.311 -0.814 2.389 0.0 0.0 0.0
H -2.976 -2.414 -0.999 -0.1 0.0 -0.1
H -3.547 -4.455 -2.028 0.0 0.0 0.0
H -2.361 -5.722 -1.697 0.0 0.0 0.0
H -2.429 -4.984 -3.291 -0.1 0.0 0.0
H 0.190 -4.835 -2.467 0.0 0.0 0.0
H 1.818 -3.220 -1.646 0.0 0.0 -0.1
H 1.388 -0.105 -2.741 0.0 0.0 0.0
H 2.156 -1.321 -3.758 -0.1 0.0 0.0
H 2.854 0.291 -3.651 0.0 0.0 0.0
H 4.983 -0.939 -3.140 0.0 0.0 0.0
H 7.173 -1.467 -2.415 0.0 0.0 0.0
H 7.271 -2.579 -1.041 0.0 0.0 0.0
H 7.491 -0.854 -0.789 0.0 0.0 0.0
H 5.603 -1.854 0.977 0.0 0.0 0.0
H 3.817 -1.953 2.493 0.0 0.0 0.0
H 2.230 -2.362 1.818 0.0 0.0 0.0
H 2.633 -0.680 2.183 0.0 0.0 0.1
O 3.599 3.253 2.284 -0.1 -0.1 -0.1
C 2.607 2.752 1.818 -0.1 0.3 0.3
O 2.574 1.750 0.993 -0.5 -0.5 -0.7
C 1.250 3.328 2.218 0.1 0.1 0.0
C 1.186 4.235 3.289 -0.1 0.1 0.1
C -0.034 4.717 3.665 0.1 0.0 0.0
C -1.188 4.362 2.931 0.0 -0.2 -0.2
C -2.480 4.846 3.236 -0.1 0.1 0.0
C -3.546 4.540 2.438 0.0 0.1 0.1
C -3.366 3.747 1.287 0.1 -0.1 -0.1
C -2.134 3.239 0.982 0.1 0.0 0.0
C -1.028 3.502 1.816 -0.2 0.3 0.2
N 0.193 2.963 1.526 0.2 -0.4 -0.4
H 2.106 4.505 3.786 0.0 0.0 0.0
H -0.128 5.392 4.507 0.0 0.0 0.0
H -2.609 5.477 4.107 0.0 0.0 0.0
H -4.529 4.922 2.674 0.0 0.0 0.0
H -4.211 3.554 0.639 0.0 0.0 0.0
H -1.967 2.656 0.087 0.0 0.1 0.0
```
Forces are in eV/Å.

## Properties
Total charge   +1
E_LUMO   -4.12 eV
HOMO-LUMO gap   6.012 eV
Electronic energy   -55318.677 eV
2S+1   1
HOMO energy   -10.1 eV